Entry 1:
ORCA calculation (ωB97M-V/def2-TZVPD) on C39H33CeF2N4O2S2 as an isolated structure.

## Properties
Multiplicity: 2
⟨S²⟩: 0.751
F_max (Eh/bohr): 0.04151
Kohn-Sham gap (alpha / beta) (eV): 7.120 / 7.133
Total charge: +2
HOMO (alpha / beta) (eV): -12.3917 / -12.3920

Cartesian coordinates (Å):
Ce  9.267  11.251  16.916
O  8.888  13.260  18.229
S  8.946  14.373  19.273
C  9.382  13.516  20.782
C  10.885  13.557  20.988
C  11.677  12.667  20.030
C  12.169  11.212  20.388
S  10.959  9.912  20.118
O  10.175  10.301  18.840
C  9.848  10.254  21.447
C  10.302  10.500  22.751
C  9.365  10.865  23.705
C  8.022  10.763  23.452
C  7.579  10.381  22.187
C  8.473  10.193  21.137
C  7.226  14.863  19.619
C  6.247  13.943  20.015
C  4.958  14.394  20.189
C  4.641  15.743  19.994
C  5.617  16.648  19.694
C  6.923  16.210  19.517
H  8.895  12.517  20.764
H  8.918  14.080  21.561
H  11.167  13.438  22.035
H  11.204  14.590  20.746
H  12.614  13.134  19.781
H  11.105  12.564  19.100
H  12.379  11.153  21.477
H  13.028  10.885  19.782
H  11.359  10.319  23.033
H  9.736  11.013  24.701
H  7.278  10.961  24.206
H  6.524  10.249  22.006
H  8.172  9.912  20.162
H  6.471  12.898  20.257
H  4.203  13.743  20.513
H  3.633  16.089  20.084
H  5.367  17.681  19.722
H  7.714  16.920  19.234
F  10.151  5.704  15.811
C  9.835  6.895  15.285
C  9.430  7.906  16.143
C  9.098  9.182  15.673
C  9.177  9.369  14.248
C  9.447  8.282  13.407
F  9.541  8.437  12.082
C  9.848  7.072  13.915
C  8.743  10.666  13.667
C  8.340  10.855  12.356
C  7.884  12.084  11.927
C  7.712  13.066  12.909
C  8.136  12.810  14.198
N  8.692  11.685  14.567
H  9.329  7.723  17.200
H  10.107  6.282  13.196
H  8.520  10.059  11.660
H  7.756  12.300  10.859
H  7.283  14.028  12.710
H  8.093  13.635  14.962
N  16.824  11.753  16.101
C  17.931  12.448  16.511
C  19.315  12.240  16.331
C  20.166  13.202  16.818
C  19.662  14.343  17.463
C  18.329  14.544  17.686
C  17.462  13.601  17.158
N  16.084  13.617  17.105
C  15.757  12.519  16.432
C  14.343  12.201  16.178
C  13.446  13.305  16.237
C  12.109  13.046  16.170
N  11.570  11.815  16.041
C  12.427  10.777  16.023
C  13.802  10.931  16.079
H  16.872  10.972  15.450
H  19.713  11.416  15.754
H  21.262  13.090  16.718
H  20.364  14.991  17.922
H  17.929  15.423  18.168
H  13.789  14.305  16.312
H  11.355  13.829  16.033
H  12.063  9.772  15.855
H  14.413  10.080  15.889

Löwdin atomic charge list, values in e, 4 entries:
1 Ce 1.429
2 O -0.682
3 S 1.091
4 C -0.316


Entry 2:
ORCA calculation (ωB97M-V/def2-TZVPD) on C39H33I2NO4P2Ti as an isolated structure.

## Properties
Relative energy (zero: lowest compared OMol25 entry of this formula, charge and spin) (kJ/mol): 86.88
Multiplicity: 3
⟨S²⟩: 2.010
F_max (Eh/bohr): 0.06641
Kohn-Sham gap (alpha / beta) (eV): 7.397 / 7.270
HOMO (alpha / beta) (eV): -7.4351 / -7.4472

Cartesian coordinates (Å):
Ti  -1.004  1.018  0.304
C  0.724  2.462  -2.015
P  -0.649  1.224  -2.182
C  -1.576  1.907  -3.614
C  -1.992  1.139  -4.697
C  -2.711  1.710  -5.731
C  -2.999  3.064  -5.714
C  -2.589  3.838  -4.643
C  -1.910  3.262  -3.586
C  0.131  -0.272  -2.863
C  -0.698  -1.322  -3.261
C  -0.163  -2.435  -3.881
C  1.208  -2.545  -4.050
C  2.039  -1.547  -3.573
C  1.510  -0.413  -2.983
C  1.417  2.265  -0.699
C  2.750  2.326  -0.362
C  2.826  2.102  1.031
C  1.536  1.909  1.473
C  1.028  1.677  2.865
P  -0.717  1.039  2.813
C  -0.694  -0.758  3.164
C  0.440  -1.535  3.362
C  0.357  -2.916  3.279
C  -0.843  -3.531  2.970
C  -1.990  -2.767  2.820
C  -1.917  -1.394  2.929
C  -1.284  1.840  4.347
C  -1.371  1.175  5.561
C  -1.687  1.885  6.706
C  -1.914  3.249  6.634
C  -1.831  3.913  5.421
C  -1.520  3.211  4.274
N  0.669  2.035  0.424
H  0.234  3.446  -2.014
H  1.419  2.423  -2.861
H  -1.747  0.091  -4.749
H  -3.038  1.091  -6.553
H  -3.553  3.511  -6.523
H  -2.799  4.897  -4.626
H  -1.653  3.887  -2.743
H  -1.765  -1.275  -3.078
H  -0.817  -3.216  -4.235
H  1.631  -3.411  -4.537
H  3.111  -1.644  -3.674
H  2.171  0.353  -2.610
H  3.572  2.518  -1.027
H  3.719  2.102  1.627
H  1.017  2.630  3.418
H  1.662  0.984  3.429
H  1.400  -1.077  3.556
H  1.246  -3.513  3.422
H  -0.891  -4.600  2.830
H  -2.926  -3.241  2.572
H  -2.813  -0.792  2.806
H  -1.188  0.110  5.602
H  -1.759  1.372  7.653
H  -2.157  3.801  7.528
H  -2.018  4.974  5.374
H  -1.457  3.723  3.322
I  -3.225  -0.805  -0.357
C  -4.987  0.278  -0.493
I  -2.755  3.073  0.260
H  -5.493  0.591  0.400
H  -5.227  0.751  -1.426
O  -1.015  -2.417  -0.357
C  -0.027  -1.742  -0.044
O  -0.147  -0.526  0.358
C  1.360  -2.247  -0.142
C  2.401  -1.431  0.299
C  3.730  -1.793  0.141
C  3.973  -2.998  -0.474
O  5.180  -3.570  -0.768
C  4.879  -4.767  -1.451
O  3.481  -4.963  -1.468
C  2.936  -3.837  -0.900
C  1.621  -3.487  -0.745
H  2.167  -0.481  0.761
H  4.537  -1.160  0.468
H  5.367  -5.607  -0.939
H  5.256  -4.702  -2.487
H  0.813  -4.119  -1.068

Löwdin atomic charge list, values in e, 4 entries:
1 Ti 0.043
2 C -0.246
3 P 0.996
4 C -0.315


Entry 3:
ORCA calculation (ωB97M-V/def2-TZVPD) on C39H34AsBF4N10O2Y as an isolated structure.

## Properties
Relative energy (zero: lowest compared OMol25 entry of this formula, charge and spin) (kJ/mol): 264.45
Multiplicity: 1
F_max (Eh/bohr): 0.08614
Kohn-Sham gap (alpha / beta) (eV): 4.878 / 5.059
Total charge: -1
HOMO (alpha / beta) (eV): -4.0407 / -4.1355

Cartesian coordinates (Å):
Y  -0.297  -0.642  0.563
C  6.056  1.753  2.226
C  6.124  2.283  0.896
C  4.958  2.188  0.126
C  3.812  1.500  0.558
C  2.451  1.449  0.106
N  1.651  0.776  1.040
C  2.483  0.571  2.142
N  1.959  0.180  3.306
C  0.745  0.041  3.690
C  0.410  -0.046  5.129
C  1.233  -0.292  6.301
C  0.513  -0.266  7.477
C  -0.902  -0.108  7.530
C  -1.660  0.020  6.358
C  -1.027  -0.028  5.108
C  -1.408  -0.020  3.657
N  -2.697  0.039  3.333
C  -3.118  0.355  2.152
N  -2.240  0.704  1.034
C  -3.076  1.014  0.040
N  -2.849  1.679  -1.155
C  -1.573  1.839  -1.420
N  -0.378  1.405  -0.797
C  0.720  1.906  -1.460
N  1.994  1.979  -1.089
C  0.177  2.611  -2.609
C  0.894  3.319  -3.568
C  0.166  3.908  -4.576
C  -1.208  3.915  -4.568
C  -1.875  3.289  -3.557
C  -1.215  2.675  -2.560
C  -4.516  1.025  0.423
C  -5.713  1.296  -0.230
C  -6.908  1.085  0.463
C  -6.834  0.653  1.842
C  -5.633  0.522  2.525
C  -4.477  0.624  1.759
N  -0.298  -0.066  2.875
C  3.794  1.005  1.910
C  4.876  1.230  2.738
H  6.837  1.847  3.003
H  6.864  3.031  0.676
H  4.816  2.551  -0.861
H  2.264  -0.433  6.276
H  1.044  -0.413  8.364
H  -1.375  -0.290  8.449
H  -2.758  -0.037  6.294
H  1.987  3.293  -3.631
H  0.782  4.522  -5.252
H  -1.791  4.366  -5.360
H  -2.973  3.188  -3.453
H  -5.890  1.532  -1.274
H  -7.826  1.261  -0.061
H  -7.721  0.502  2.433
H  -5.706  0.155  3.503
H  4.778  0.977  3.768
N  -2.057  -1.512  -1.193
N  -3.134  -1.943  -0.394
C  -2.800  -2.468  0.863
O  -3.642  -3.104  1.495
O  -1.576  -2.328  1.208
H  -2.376  -0.895  -1.958
H  -1.608  -2.323  -1.640
H  -4.046  -2.180  -0.781
C  -0.109  -0.102  -4.762
C  0.255  -1.503  -4.315
As  1.058  -1.609  -2.520
C  1.504  -3.470  -2.736
C  0.274  -4.312  -2.379
C  2.790  -0.705  -2.828
C  3.712  -1.405  -3.845
H  -1.000  -0.037  -5.481
H  0.760  0.386  -5.235
H  -0.265  0.636  -3.948
H  0.798  -2.044  -5.039
H  -0.637  -2.035  -4.126
H  2.181  -3.751  -1.930
H  1.816  -3.672  -3.751
H  0.529  -5.228  -2.950
H  -0.583  -3.968  -2.833
H  0.183  -4.360  -1.304
H  3.309  -0.716  -1.861
H  2.535  0.311  -3.207
H  4.516  -1.882  -3.330
H  4.176  -0.609  -4.413
H  3.237  -2.173  -4.488
F  3.510  -2.218  1.810
B  2.371  -2.912  1.478
F  1.636  -2.021  0.580
F  1.575  -3.216  2.537
F  2.662  -4.055  0.680

Löwdin atomic charge list, values in e, 4 entries:
1 Y 1.493
2 C -0.079
3 C -0.069
4 C -0.028


Entry 4:
ORCA calculation (ωB97M-V/def2-TZVPD) on C39H34BIrN7O7 as an isolated structure.

## Properties
Relative energy (zero: lowest compared OMol25 entry of this formula, charge and spin) (kJ/mol): 53.12
Multiplicity: 2
⟨S²⟩: 0.752
F_max (Eh/bohr): 0.02484
Kohn-Sham gap (alpha / beta) (eV): 6.735 / 7.323
HOMO (alpha / beta) (eV): -6.9835 / -7.6344

Cartesian coordinates (Å):
Ir  0.232  -0.077  -1.000
O  -3.715  -4.010  2.042
C  -2.991  -3.017  1.486
C  -2.596  -1.883  2.187
C  -1.866  -0.913  1.528
N  -1.440  -1.041  0.264
C  -1.880  -2.114  -0.413
C  -2.655  -3.108  0.148
C  -1.539  -2.212  -1.893
O  -2.089  -3.060  -2.571
O  -0.692  -1.338  -2.295
C  -1.685  0.369  2.308
O  -1.826  0.435  3.486
O  -1.425  1.470  1.521
H  -3.888  -3.815  2.969
H  -2.880  -1.713  3.217
H  -2.975  -3.928  -0.479
C  4.315  1.790  -4.027
C  3.469  0.738  -3.395
C  3.582  -0.638  -3.461
C  2.524  -1.146  -2.694
N  1.816  -0.126  -2.222
N  2.392  1.023  -2.639
B  1.718  2.360  -2.248
N  1.634  2.429  -0.697
N  1.510  1.296  0.056
C  1.681  1.657  1.333
C  1.877  3.035  1.408
C  1.838  3.485  0.100
C  1.930  4.879  -0.418
C  1.756  0.674  2.432
C  2.160  1.087  3.700
C  2.241  0.184  4.749
C  1.936  -1.154  4.548
C  1.552  -1.580  3.285
C  1.462  -0.675  2.240
N  0.289  2.366  -2.833
N  -0.628  1.608  -2.191
C  -1.727  1.593  -2.942
C  -1.520  2.365  -4.091
C  -0.226  2.842  -3.984
C  0.543  3.718  -4.918
C  -2.908  0.818  -2.525
C  -3.520  -0.084  -3.389
C  -4.592  -0.849  -2.955
C  -5.071  -0.712  -1.659
C  -4.478  0.204  -0.798
C  -3.403  0.963  -1.232
C  2.194  -2.553  -2.417
C  2.195  -3.477  -3.458
C  1.860  -4.801  -3.223
C  1.523  -5.218  -1.943
C  1.540  -4.307  -0.897
C  1.881  -2.985  -1.131
H  5.255  1.352  -4.358
H  4.535  2.597  -3.329
H  3.820  2.226  -4.897
H  4.348  -1.204  -3.963
H  2.369  3.271  -2.666
H  2.034  3.638  2.285
H  2.619  4.954  -1.258
H  2.265  5.549  0.371
H  0.948  5.213  -0.760
H  2.418  2.124  3.870
H  2.551  0.529  5.728
H  2.003  -1.858  5.366
H  1.318  -2.623  3.111
H  1.159  -1.012  1.256
H  -2.226  2.573  -4.877
H  0.107  4.717  -4.965
H  0.529  3.301  -5.925
H  1.579  3.817  -4.603
H  -3.119  -0.224  -4.385
H  -5.039  -1.573  -3.624
H  -5.903  -1.317  -1.321
H  -4.856  0.326  0.211
H  -2.933  1.694  -0.592
H  2.424  -3.144  -4.463
H  1.846  -5.506  -4.045
H  1.249  -6.250  -1.762
H  1.293  -4.629  0.108
H  1.922  -2.278  -0.311
C  -4.093  3.605  2.497
O  -3.230  2.462  2.357
C  -2.138  2.629  1.624
O  -1.792  3.609  1.042
H  -4.102  3.884  3.547
H  -5.087  3.297  2.182
H  -3.735  4.426  1.883

Löwdin atomic charge list, values in e, 4 entries:
1 Ir 1.256
2 O 0.095
3 C -0.273
4 C 0.079


Entry 5:
ORCA calculation (ωB97M-V/def2-TZVPD) on C39H34BrIN2O2S3Tl as an isolated structure.

## Properties
Multiplicity: 1
F_max (Eh/bohr): 0.07041
Kohn-Sham gap (alpha / beta) (eV): 6.487 / 3.419
Total charge: -1
HOMO (alpha / beta) (eV): -4.5154 / -2.0992

Cartesian coordinates (Å):
Tl  -0.718  -1.270  0.110
Br  -0.336  6.307  3.884
C  0.144  4.766  2.953
C  -0.759  4.032  2.221
C  -0.392  2.767  1.857
C  0.842  2.180  2.191
C  1.757  3.017  2.866
C  1.436  4.303  3.168
N  0.983  0.825  1.932
C  2.074  0.275  2.426
C  2.222  -1.124  2.827
C  3.197  -1.351  3.800
C  3.286  -2.643  4.334
C  2.393  -3.593  3.964
C  1.507  -3.288  2.951
N  1.382  -2.077  2.438
H  -1.742  4.398  1.878
H  -1.099  2.123  1.235
H  2.734  2.609  3.185
H  2.127  4.967  3.658
H  2.996  0.887  2.630
H  3.967  -0.587  3.995
H  4.067  -2.940  5.021
H  2.580  -4.635  4.468
H  0.760  -4.040  2.632
I  -1.549  -4.238  -1.915
C  -1.316  -2.639  -3.318
C  -1.919  -2.682  -4.524
C  -1.631  -1.676  -5.517
C  -0.826  -0.619  -5.217
C  -0.050  -0.612  -4.045
C  1.000  0.318  -3.918
C  1.883  0.133  -2.863
C  1.662  -0.775  -1.830
C  0.479  -1.486  -1.848
C  -0.305  -1.654  -3.024
H  -2.642  -3.405  -4.777
H  -1.938  -1.852  -6.591
H  -0.771  0.277  -5.825
H  1.117  1.067  -4.663
H  2.805  0.745  -2.759
H  2.436  -0.918  -1.073
O  -2.345  0.386  0.441
C  -3.736  0.475  0.298
C  -4.165  1.078  1.622
C  -3.601  0.849  2.860
C  -4.290  1.459  3.927
C  -5.369  2.159  3.507
S  -5.591  2.145  1.765
C  -4.123  1.488  -0.805
C  -3.618  2.742  -1.015
C  -4.295  3.538  -1.924
C  -5.404  2.885  -2.379
S  -5.579  1.279  -1.736
C  -4.259  -0.985  0.056
C  -4.563  -1.948  1.025
C  -4.981  -3.239  0.423
C  -5.009  -3.137  -0.916
S  -4.771  -1.537  -1.510
H  -2.692  0.250  2.986
H  -3.968  1.427  4.933
H  -6.076  2.695  4.082
H  -2.720  3.056  -0.459
H  -4.035  4.576  -2.203
H  -6.064  3.284  -3.148
H  -4.244  -1.791  2.051
H  -5.338  -4.085  0.992
H  -5.210  -4.015  -1.514
C  4.516  -2.690  -2.526
C  5.645  -1.768  -2.196
O  5.098  -0.514  -1.781
C  6.134  0.335  -1.205
C  5.606  1.216  -0.114
H  4.986  -3.668  -2.666
H  3.989  -2.402  -3.432
H  3.792  -2.729  -1.725
H  6.255  -1.575  -3.098
H  6.357  -2.111  -1.455
H  6.655  0.920  -2.012
H  6.886  -0.327  -0.729
H  5.173  2.166  -0.485
H  6.328  1.421  0.671
H  4.786  0.798  0.475

Löwdin atomic charge list, values in e, 4 entries:
1 Tl 0.997
2 Br 0.691
3 C -0.761
4 C -0.151